No. 1
{
  "formula": "C27H36N5O2S2V",
  "method": "the ωB97M-V functional and the def2-TZVPD basis",
  "lumo_ha": [-0.07336, -0.10430],
  "spin_multiplicity": 4,
  "total_charge": 1,
  "species": ["V", "C", "C", "N", "C", "C", "N", "C", "C", "N", "C", "C", "N", "C", "C", "C", "C", "C", "C", "C", "N", "H", "H", "H", "H", "H", "H", "H", "H", "H", "H", "H", "H", "H", "H", "H", "H", "H", "H", "H", "H", "H", "H", "H", "C", "S", "C", "O", "H", "H", "H", "H", "H", "H", "C", "C", "O", "S", "C", "C", "C", "C", "C", "C", "C", "C", "H", "H", "H", "H", "H", "H", "H"],
  "coordinates": [[-2.090, 1.218, 0.796], [-3.220, 4.030, -2.211], [-2.574, 3.004, -1.334], [-3.154, 2.429, -0.266], [-4.220, 3.025, 0.503], [-3.498, 3.731, 1.677], [-2.323, 2.918, 2.119], [-2.411, 2.414, 3.501], [-3.409, 1.264, 3.571], [-3.152, 0.271, 2.510], [-2.226, -0.823, 2.902], [-0.759, -0.397, 2.769], [-0.645, 0.395, 1.566], [0.679, 0.573, 0.978], [1.659, 1.289, 1.929], [0.466, 1.425, -0.295], [1.414, 1.691, -1.267], [1.005, 2.421, -2.394], [-0.293, 2.874, -2.525], [-1.212, 2.595, -1.500], [-0.784, 1.848, -0.429], [-4.298, 3.877, -2.263], [-2.823, 3.975, -3.224], [-3.040, 5.044, -1.843], [-4.877, 2.235, 0.874], [-4.835, 3.751, -0.036], [-4.178, 3.912, 2.512], [-3.139, 4.697, 1.324], [-1.492, 3.494, 2.047], [-2.713, 3.201, 4.200], [-1.421, 2.069, 3.793], [-4.419, 1.656, 3.440], [-3.362, 0.807, 4.563], [-4.034, -0.155, 2.248], [-2.411, -1.651, 2.219], [-2.430, -1.167, 3.921], [-0.127, -1.294, 2.729], [-0.448, 0.155, 3.669], [1.205, 2.214, 2.291], [2.583, 1.533, 1.406], [1.904, 0.650, 2.777], [2.430, 1.336, -1.163], [1.720, 2.631, -3.179], [-0.595, 3.431, -3.401], [-1.084, -0.919, -2.368], [-2.438, -1.541, -1.355], [-1.491, -2.780, -0.454], [-2.765, -0.459, -0.357], [-0.929, -1.629, -3.181], [-0.184, -0.811, -1.763], [-1.397, 0.044, -2.769], [-1.090, -3.497, -1.170], [-2.174, -3.286, 0.226], [-0.687, -2.280, 0.086], [7.034, -3.481, -2.067], [6.895, -4.790, -2.798], [7.743, -5.269, -3.491], [5.363, -5.736, -2.605], [4.261, -4.575, -1.827], [3.677, -3.567, -2.590], [2.878, -2.616, -1.982], [2.644, -2.669, -0.604], [3.176, -3.721, 0.142], [3.978, -4.670, -0.469], [1.916, -1.598, 0.009], [1.319, -0.683, 0.517], [6.543, -3.498, -1.097], [6.587, -2.685, -2.666], [8.095, -3.271, -1.952], [3.861, -3.532, -3.656], [2.441, -1.816, -2.567], [2.971, -3.778, 1.202], [4.403, -5.482, 0.105]]
}


No. 2
{
  "formula": "C27H37BNO",
  "method": "the ωB97M-V functional and the def2-TZVPD basis",
  "lumo_ha": -0.19050,
  "total_charge": 1,
  "e_above_lowest_kcal_mol": 0.41,
  "species": ["C", "O", "C", "C", "C", "C", "C", "C", "C", "C", "C", "C", "C", "C", "C", "C", "H", "H", "H", "H", "H", "H", "H", "H", "H", "H", "H", "H", "H", "H", "H", "C", "C", "C", "N", "C", "C", "C", "C", "C", "C", "C", "C", "C", "B", "H", "H", "H", "H", "H", "H", "H", "H", "H", "H", "H", "H", "H", "H", "H", "H", "H", "H", "H", "H", "H", "H"],
  "coordinates": [[5.863, -3.321, 3.427], [5.502, -1.929, 3.495], [4.242, -1.539, 3.184], [3.981, -0.144, 3.228], [2.732, 0.340, 2.896], [1.645, -0.530, 2.555], [0.303, -0.046, 2.380], [-0.866, -0.775, 2.758], [-2.174, -0.237, 2.519], [-3.313, -1.024, 2.622], [-3.227, -2.340, 3.099], [-4.442, -3.205, 3.141], [-1.977, -2.827, 3.517], [-0.845, -2.044, 3.415], [1.976, -1.914, 2.417], [3.216, -2.420, 2.773], [6.944, -3.331, 3.575], [5.373, -3.884, 4.231], [5.609, -3.760, 2.455], [4.796, 0.510, 3.526], [2.549, 1.414, 2.941], [0.172, 1.013, 2.154], [-2.260, 0.811, 2.231], [-4.287, -0.626, 2.335], [-4.198, -4.184, 3.557], [-5.243, -2.766, 3.744], [-4.842, -3.345, 2.130], [-1.923, -3.835, 3.933], [0.099, -2.406, 3.839], [1.211, -2.600, 2.051], [3.394, -3.497, 2.731], [0.935, -0.432, -1.033], [0.454, 0.224, -2.315], [1.683, 0.699, -3.083], [-0.496, 1.414, -2.095], [-0.529, 2.158, -3.398], [-0.939, 1.439, -4.521], [-1.055, 2.087, -5.752], [-0.728, 3.445, -5.851], [-0.302, 4.145, -4.722], [-0.199, 3.500, -3.478], [-1.943, 0.918, -1.904], [-2.888, 2.111, -2.016], [-2.150, 0.180, -0.607], [0.019, 2.299, -0.812], [0.137, 1.647, 0.285], [1.502, -1.326, -1.325], [1.618, 0.228, -0.478], [0.137, -0.749, -0.361], [-0.140, -0.486, -2.909], [2.442, -0.090, -3.031], [1.471, 0.877, -4.144], [2.101, 1.619, -2.646], [-1.161, 0.366, -4.458], [-1.394, 1.530, -6.628], [-0.803, 3.951, -6.814], [-0.044, 5.199, -4.778], [0.132, 4.034, -2.591], [-2.119, 0.223, -2.738], [-3.904, 1.772, -1.774], [-2.616, 2.921, -1.324], [-2.914, 2.516, -3.037], [-3.228, 0.076, -0.427], [-1.736, -0.832, -0.634], [-1.727, 0.724, 0.241], [1.094, 2.808, -1.065], [-0.721, 3.246, -0.636]]
}


No. 3
{
  "formula": "C27H37Br2Si",
  "method": "the ωB97M-V functional and the def2-TZVPD basis",
  "lumo_ha": -0.21425,
  "total_charge": 1,
  "e_above_lowest_kcal_mol": 1.95,
  "species": ["C", "C", "Si", "C", "C", "C", "C", "C", "C", "C", "C", "C", "C", "H", "H", "H", "H", "H", "H", "H", "H", "H", "H", "H", "H", "H", "H", "H", "H", "H", "H", "H", "H", "H", "H", "H", "H", "H", "H", "Br", "C", "C", "C", "C", "C", "C", "C", "C", "C", "C", "C", "Br", "C", "C", "C", "C", "H", "H", "H", "H", "H", "H", "H", "H", "H", "H", "H"],
  "coordinates": [[3.645, -3.245, -1.253], [3.080, -2.611, -2.527], [2.329, -0.908, -2.262], [3.647, 0.215, -1.548], [4.863, 0.390, -2.464], [1.754, -0.197, -3.894], [1.923, -1.121, -5.099], [0.922, -1.059, -0.986], [-0.398, -0.570, -1.522], [-0.737, 0.889, -1.338], [-1.241, -1.391, -2.182], [-2.522, -0.861, -2.758], [-0.924, -2.845, -2.383], [4.058, -4.234, -1.491], [4.458, -2.649, -0.814], [2.878, -3.392, -0.481], [3.870, -2.514, -3.288], [2.320, -3.267, -2.979], [3.171, 1.186, -1.345], [3.948, -0.191, -0.570], [5.594, 1.055, -1.986], [5.378, -0.559, -2.673], [4.594, 0.844, -3.428], [0.698, 0.094, -3.791], [2.302, 0.746, -4.044], [1.542, -0.620, -5.999], [2.978, -1.374, -5.283], [1.363, -2.061, -4.987], [0.909, -2.111, -0.659], [1.268, -0.439, -0.146], [0.042, 1.411, -0.773], [-0.867, 1.422, -2.295], [-1.675, 1.008, -0.773], [-3.066, -1.668, -3.256], [-3.186, -0.438, -1.991], [-2.364, -0.069, -3.505], [-1.739, -3.325, -2.934], [-0.003, -3.027, -2.962], [-0.806, -3.383, -1.430], [0.695, 7.645, 4.023], [0.365, 5.860, 3.522], [1.382, 5.095, 2.920], [1.143, 3.764, 2.585], [-0.110, 3.152, 2.871], [-0.309, 1.749, 2.684], [-1.561, 1.148, 2.795], [-1.731, -0.199, 3.070], [-3.000, -0.794, 3.362], [-3.051, -2.091, 3.940], [-4.266, -2.689, 4.266], [-5.470, -2.002, 4.018], [-7.115, -2.820, 4.430], [-5.448, -0.712, 3.461], [-4.232, -0.115, 3.136], [-1.140, 3.970, 3.420], [-0.900, 5.296, 3.763], [2.356, 5.535, 2.728], [1.920, 3.158, 2.117], [0.556, 1.116, 2.479], [-2.445, 1.773, 2.674], [-0.839, -0.819, 3.169], [-2.109, -2.605, 4.135], [-4.277, -3.682, 4.705], [-6.373, -0.171, 3.279], [-4.231, 0.887, 2.705], [-2.123, 3.542, 3.620], [-1.695, 5.876, 4.223]]
}


No. 4
{
  "formula": "C27H37CdN7O2PS",
  "method": "the ωB97M-V functional and the def2-TZVPD basis",
  "lumo_ha": 0.09004,
  "total_charge": -1,
  "species": ["Cd", "O", "N", "O", "C", "C", "C", "C", "C", "C", "N", "C", "C", "N", "C", "C", "C", "C", "H", "H", "H", "H", "H", "H", "H", "S", "N", "P", "N", "C", "C", "C", "C", "C", "N", "C", "C", "C", "C", "C", "N", "C", "C", "C", "C", "C", "H", "H", "H", "H", "H", "H", "H", "H", "H", "H", "H", "H", "H", "H", "H", "H", "H", "H", "H", "H", "H", "H", "H", "H", "H", "H", "H", "H", "H", "H"],
  "coordinates": [[0.285, -0.194, -0.169], [5.542, 4.189, 1.948], [4.625, 3.969, 2.752], [4.699, 4.364, 3.922], [3.488, 3.246, 2.332], [2.457, 3.119, 3.256], [1.280, 2.468, 2.994], [0.167, 2.567, 3.860], [-1.079, 2.232, 3.425], [-1.226, 1.908, 2.038], [-0.264, 1.717, 1.202], [1.109, 1.660, 1.751], [2.108, 2.072, 0.671], [1.816, 1.617, -0.546], [2.669, 1.765, -1.550], [3.874, 2.412, -1.364], [4.187, 2.915, -0.112], [3.298, 2.771, 0.962], [2.589, 3.602, 4.216], [0.318, 2.982, 4.853], [-1.957, 2.336, 4.048], [-2.231, 1.848, 1.623], [2.369, 1.338, -2.501], [4.572, 2.511, -2.186], [5.121, 3.422, 0.050], [1.399, -0.187, 2.048], [0.307, -1.197, -1.988], [-0.427, -2.531, -2.171], [0.037, -3.776, -1.144], [1.227, -3.628, -0.295], [1.054, -4.452, 0.972], [0.958, -5.957, 0.649], [0.537, -6.169, -0.809], [-0.502, -5.137, -1.234], [-2.114, -2.426, -2.099], [-2.988, -3.472, -2.639], [-4.438, -3.183, -2.272], [-4.935, -1.888, -2.925], [-3.797, -0.855, -3.015], [-2.742, -1.106, -1.945], [-0.204, -3.264, -3.687], [-0.676, -2.430, -4.815], [0.470, -1.660, -5.459], [1.456, -2.639, -6.112], [1.461, -3.978, -5.359], [1.173, -3.774, -3.880], [1.372, -2.586, -0.044], [2.139, -3.942, -0.824], [0.144, -4.111, 1.471], [1.881, -4.247, 1.654], [0.234, -6.437, 1.313], [1.917, -6.449, 0.829], [0.128, -7.171, -0.958], [1.410, -6.087, -1.460], [-1.379, -5.248, -0.581], [-0.834, -5.330, -2.256], [-2.710, -4.440, -2.228], [-2.891, -3.557, -3.731], [-4.508, -3.110, -1.184], [-5.060, -4.029, -2.572], [-5.772, -1.485, -2.350], [-5.320, -2.104, -3.924], [-4.182, 0.161, -2.911], [-3.321, -0.909, -3.998], [-3.215, -1.019, -0.958], [-1.962, -0.353, -1.997], [-1.427, -1.737, -4.440], [-1.170, -3.063, -5.562], [0.953, -1.083, -4.667], [0.083, -0.948, -6.193], [2.460, -2.208, -6.118], [1.183, -2.811, -7.157], [2.421, -4.485, -5.474], [0.700, -4.647, -5.772], [1.916, -3.083, -3.459], [1.275, -4.719, -3.349]]
}